No. 1
{"formula": "C16H40O12V2", "method": "ωB97M-V/def2-TZVPD", "total_charge": -1, "multiplicity": 2, "gap_ev": [4.496, 6.311], "symbols": ["O", "V", "O", "O", "V", "O", "C", "O", "O", "O", "C", "C", "C", "O", "H", "H", "H", "H", "H", "H", "H", "H", "C", "C", "C", "O", "H", "H", "H", "H", "H", "H", "H", "H", "C", "C", "C", "O", "H", "H", "H", "H", "H", "H", "H", "H", "C", "C", "C", "O", "H", "H", "H", "H", "H", "H", "H", "H", "C", "C", "C", "O", "H", "H", "H", "H", "H", "H", "H", "H"], "coordinates": [[-2.137187, -0.671393, 2.944968], [-0.881698, 0.206228, 3.023554], [-0.261239, 0.209446, 4.542126], [3.232754, 2.295938, 2.985866], [2.643310, 2.169137, 1.516395], [3.914769, 2.379850, 0.593185], [0.164059, 1.325912, 0.922045], [-0.710779, 0.468936, 0.815703], [0.510259, 1.605559, 2.070460], [1.122894, 1.442571, 0.147309], [-3.340577, -2.523873, 0.783180], [-3.886463, -1.417170, -0.137615], [-5.400194, -1.265609, -0.137929], [-3.374844, -0.204340, 0.363642], [-3.625028, -3.491985, 0.370917], [-3.678272, -2.381175, 1.809679], [-2.250910, -2.497004, 0.783761], [-3.505380, -1.427410, -1.158779], [-5.619381, -0.560569, -0.939794], [-5.815491, -1.029879, 0.841890], [-5.915423, -2.207241, -0.327548], [-2.425708, -0.293866, 0.476509], [0.366566, -3.402304, 4.516343], [0.748367, -3.135538, 3.030767], [0.118358, -4.164715, 2.099993], [0.284065, -1.943036, 2.613497], [0.882903, -2.670966, 5.138144], [0.690737, -4.420278, 4.732535], [-0.701674, -3.418382, 4.732471], [1.822521, -3.264960, 2.898351], [0.564269, -5.150078, 2.235349], [0.323343, -3.833462, 1.081981], [-0.956452, -4.256736, 2.256287], [0.587372, -1.691719, 1.738023], [2.325144, -3.222650, -1.081807], [1.546114, -1.914746, -1.081464], [0.004621, -2.156635, -1.272641], [1.683362, -1.259117, 0.127262], [2.200266, -3.706763, -0.113231], [3.410028, -3.130680, -1.133449], [2.036427, -3.827119, -1.941674], [1.887805, -1.289545, -1.906372], [-0.282911, -2.596158, -2.227754], [-0.521789, -1.203224, -1.227787], [-0.473186, -2.791236, -0.526269], [1.229365, -0.414566, 0.080012], [-0.152943, 2.588339, -3.754188], [0.336672, 1.184658, -3.513539], [0.738210, 0.334384, -4.743405], [1.498021, 1.293198, -2.683246], [-0.931935, 2.551199, -4.515693], [0.657913, 3.216419, -4.123147], [-0.656944, 3.007623, -2.883386], [-0.450435, 0.630555, -3.002141], [0.023968, 0.296372, -5.565918], [0.990142, -0.687321, -4.459230], [1.669375, 0.745795, -5.132976], [1.204843, 1.263106, -1.769605], [2.289130, 4.877679, -1.055111], [1.616776, 5.227098, 0.275461], [0.111102, 5.101755, 0.063637], [1.966631, 4.316909, 1.316974], [2.101234, 5.663083, -1.787192], [1.958116, 3.927439, -1.474128], [3.373211, 4.895479, -0.943005], [1.822340, 6.268001, 0.525164], [-0.133482, 5.771087, -0.761145], [-0.328912, 5.343953, 1.031018], [-0.156340, 4.086969, -0.230966], [1.918215, 4.828770, 2.127680]], "forces_ev_per_a": [[-2.0, -0.4, 0.6], [4.7, -0.1, 1.7], [-1.7, 0.1, -2.6], [-0.3, -0.1, 2.6], [0.2, 0.9, -0.3], [1.0, -0.2, -2.2], [3.4, -2.2, -0.6], [-4.5, -2.3, -0.6], [-1.3, 2.6, 6.7], [0.9, 1.3, -4.6], [-0.2, -0.1, -1.2], [0.4, 0.3, 1.3], [0.1, -0.8, -0.3], [-0.5, 1.0, 0.2], [-0.1, -0.3, 0.3], [-0.1, -0.1, -0.1], [0.0, 0.1, 0.1], [-0.2, -1.0, -0.3], [-0.5, 0.2, 0.4], [0.4, 0.8, 0.0], [0.2, -0.2, -0.6], [0.3, 0.3, 0.0], [0.6, 0.0, -0.9], [-0.6, -3.2, 1.1], [0.2, -0.5, 0.1], [-1.3, 4.3, -0.1], [-0.1, -0.2, 0.2], [0.4, 0.1, 0.2], [-0.1, 0.5, -0.4], [0.3, 0.5, 0.3], [0.1, -0.1, 0.0], [-0.2, -0.2, 0.0], [-0.1, 0.2, 0.0], [0.7, -0.4, -0.8], [0.4, 0.2, 0.4], [-1.7, -1.0, -1.0], [0.2, 0.1, -0.6], [0.7, -0.4, 1.5], [-0.5, -0.4, -0.2], [0.1, 0.6, -0.2], [-0.2, -0.2, 0.3], [0.1, 0.2, -0.1], [0.3, -0.1, -0.3], [0.1, 0.2, 0.1], [0.4, -0.1, 0.3], [0.2, 0.7, -0.3], [-0.7, -0.2, -1.1], [0.6, -0.6, 0.2], [0.5, 0.7, 0.2], [-0.2, -0.6, -0.7], [-0.1, 0.2, -0.3], [0.0, 0.1, 0.2], [0.5, 0.1, 0.2], [-0.1, -0.1, 0.3], [-0.3, 0.2, 0.2], [-0.2, 0.0, 0.3], [0.1, 0.2, -0.2], [0.2, 0.2, 0.8], [0.9, 0.4, 0.5], [-1.1, -1.0, -1.9], [0.6, 0.3, 0.2], [0.2, 0.6, 0.1], [-0.4, 0.1, 0.0], [0.1, -0.1, 0.2], [0.0, -0.5, 0.1], [0.4, -0.1, 0.4], [-0.6, 0.2, 0.3], [-0.7, 0.2, -0.3], [0.1, 0.0, 0.1], [0.2, -0.5, 0.4]]}

***

No. 2
{"formula": "C16H41AsN6O9P3SeV", "method": "ωB97M-V/def2-TZVPD", "total_charge": 2, "e_above_lowest_kj_mol": 38.59, "multiplicity": 3, "gap_ev": [8.088, 9.214], "symbols": ["V", "C", "C", "O", "P", "O", "O", "O", "P", "O", "O", "O", "H", "H", "H", "H", "H", "H", "H", "C", "N", "C", "C", "N", "C", "C", "Se", "H", "H", "H", "H", "H", "H", "H", "H", "N", "C", "C", "N", "C", "H", "H", "H", "H", "C", "P", "C", "C", "O", "H", "H", "H", "H", "H", "H", "H", "H", "H", "N", "N", "H", "H", "H", "H", "C", "As", "C", "C", "O", "H", "H", "H", "H", "H", "H", "H", "H", "H"], "coordinates": [[-0.304033, -0.069419, 0.099138], [-4.830979, -0.221414, 0.715457], [-4.146753, -0.017808, -0.634536], [-5.068806, 0.210827, -1.686852], [-2.995593, 1.416206, -0.655110], [-2.519631, 1.572864, -2.058566], [-3.762360, 2.675806, -0.084888], [-1.953994, 1.065140, 0.412750], [-3.051657, -1.416464, -1.049202], [-3.940518, -2.666280, -1.443135], [-2.425070, -1.053570, -2.446497], [-2.031541, -1.663973, 0.018170], [-5.327173, 0.697652, 1.023543], [-4.117528, -0.518544, 1.483034], [-5.590232, -1.002823, 0.634826], [-5.730792, -0.493230, -1.702670], [-2.448721, -0.065022, -2.587219], [-4.285439, 3.148861, -0.742209], [-4.101040, -3.302759, -0.737179], [-0.835991, 3.315165, 2.514960], [0.423193, 2.794529, 3.045051], [0.856875, 2.988554, 4.336936], [2.108933, 2.488951, 4.413717], [2.419365, 1.992168, 3.167920], [3.715305, 1.427091, 2.798938], [1.380627, 2.177755, 2.336060], [1.391535, 1.734407, 0.501380], [-1.549054, 3.373894, 3.332762], [-1.209875, 2.646928, 1.747693], [-0.673152, 4.308466, 2.100414], [0.239677, 3.472490, 5.073831], [2.808650, 2.451607, 5.230618], [4.263108, 1.220029, 3.714099], [4.273905, 2.147171, 2.203352], [3.584632, 0.507917, 2.230747], [0.328210, -1.194909, 4.155210], [-0.986816, -0.815677, 4.296052], [-1.385504, -0.413841, 3.061191], [-0.334713, -0.549905, 2.180730], [0.683031, -1.021807, 2.869834], [0.918697, -1.568110, 4.879809], [-1.504438, -0.871727, 5.238124], [-2.337489, -0.033849, 2.737119], [1.666143, -1.231738, 2.476587], [-0.646377, 0.965920, -4.340339], [0.420875, 1.400656, -2.965268], [0.132151, 3.122269, -2.563596], [2.110741, 1.345577, -3.580361], [0.311152, 0.426967, -1.796609], [-0.268718, 1.433679, -5.250637], [-1.662842, 1.313365, -4.155996], [-0.650916, -0.115970, -4.480279], [-0.019135, 3.676056, -3.492675], [0.995954, 3.531479, -2.041788], [-0.757769, 3.214361, -1.944991], [2.276581, 2.144406, -4.305463], [2.326049, 0.393009, -4.062193], [2.787901, 1.479592, -2.735392], [4.076662, -1.294917, 0.698837], [4.127553, -0.490827, -0.481100], [4.903156, -1.872115, 0.815752], [3.264298, -1.889908, 0.621644], [4.497457, -1.002973, -1.275629], [4.752491, 0.287186, -0.315775], [1.846263, -2.416859, -2.855015], [0.994444, -2.941943, -1.224227], [-0.625029, -3.859749, -1.660820], [2.111049, -4.239818, -0.365533], [0.843195, -1.671203, -0.130508], [1.623140, -3.157244, -3.621972], [2.921088, -2.361093, -2.703126], [1.459201, -1.448147, -3.142381], [-0.319072, -4.787437, -2.144667], [-1.238505, -3.278037, -2.343629], [-1.167455, -4.078776, -0.745355], [2.187146, -5.127155, -0.992400], [1.668481, -4.511801, 0.589861], [3.105800, -3.830130, -0.210375]], "forces_ev_per_a": [[0.0, -0.5, 0.2], [0.0, 0.0, 0.0], [-0.2, 0.0, 0.1], [0.1, 0.0, 0.0], [0.1, -0.1, 0.1], [-0.1, 0.1, 0.1], [0.0, -0.1, 0.1], [0.5, 0.0, -0.2], [0.2, 0.2, -0.5], [0.0, 0.0, 0.2], [-0.2, -0.1, 0.0], [0.2, 0.1, -0.3], [0.0, 0.0, 0.0], [0.0, 0.0, 0.0], [0.0, 0.0, 0.0], [0.0, 0.0, 0.0], [0.0, 0.0, 0.0], [-0.1, 0.1, -0.1], [0.0, -0.1, 0.1], [0.1, 0.0, 0.0], [-0.1, 0.0, -0.1], [0.0, 0.0, 0.0], [0.0, 0.0, 0.0], [0.1, -0.1, 0.0], [0.0, 0.0, 0.0], [0.1, 0.0, 0.0], [0.0, 0.1, 0.2], [0.0, 0.0, 0.0], [0.0, 0.0, 0.0], [0.0, 0.0, 0.0], [0.0, 0.0, 0.0], [0.0, 0.0, 0.0], [0.0, 0.0, 0.0], [0.0, 0.0, 0.0], [0.0, 0.0, 0.0], [0.0, 0.0, 0.0], [0.0, 0.0, 0.0], [0.0, 0.0, 0.0], [0.0, 0.1, -0.2], [0.0, 0.0, 0.0], [0.0, 0.0, 0.0], [0.0, 0.0, 0.0], [0.0, 0.0, 0.0], [-0.1, 0.0, 0.0], [0.0, 0.0, 0.0], [0.1, 0.2, -0.2], [0.0, 0.0, 0.1], [0.0, 0.0, 0.0], [-0.6, -0.1, 0.0], [0.0, 0.0, 0.0], [0.1, 0.0, 0.0], [0.0, 0.0, 0.0], [0.0, 0.0, 0.0], [0.0, 0.0, 0.0], [0.0, 0.0, -0.1], [0.0, 0.0, 0.0], [0.0, 0.0, 0.0], [0.0, 0.0, 0.0], [0.0, 0.1, 0.0], [0.0, -0.1, -0.2], [0.0, 0.0, 0.0], [-0.1, 0.1, 0.1], [0.2, 0.0, 0.1], [-0.1, 0.0, 0.1], [0.0, -0.1, 0.0], [0.1, -0.1, 0.1], [0.0, 0.0, 0.0], [0.0, 0.0, -0.1], [-0.2, 0.3, 0.3], [0.0, 0.0, 0.0], [0.0, 0.0, 0.0], [-0.1, 0.1, 0.0], [0.0, 0.0, 0.0], [0.0, 0.0, 0.0], [0.0, 0.0, 0.0], [0.0, 0.0, 0.0], [0.0, 0.0, 0.0], [0.0, 0.0, 0.0]]}

***

No. 3
{"formula": "C16H41N2O6S", "method": "ωB97M-V/def2-TZVPD", "total_charge": 1, "e_above_lowest_kj_mol": 93.00, "gap_ev": 6.962, "symbols": ["C", "S", "O", "C", "C", "C", "O", "H", "H", "H", "H", "H", "H", "H", "H", "H", "H", "H", "C", "O", "C", "C", "N", "C", "C", "O", "C", "H", "H", "H", "H", "H", "H", "H", "H", "H", "H", "H", "H", "H", "H", "H", "C", "O", "C", "C", "N", "C", "C", "O", "C", "H", "H", "H", "H", "H", "H", "H", "H", "H", "H", "H", "H", "H", "H", "H"], "coordinates": [[-3.798945, 0.240924, -2.341517], [-3.162630, -0.639057, -0.931525], [-2.971381, -2.105738, -1.491096], [-1.660395, -2.757821, -1.322674], [-0.671918, -2.338967, -2.387800], [-0.173699, -0.896255, -2.278492], [-1.304060, -2.608710, -3.624994], [-4.356431, -0.457817, -2.963781], [-2.959034, 0.662805, -2.887279], [-4.451143, 1.030736, -1.966415], [-4.310653, -0.817463, -0.243693], [-1.286353, -2.556875, -0.317599], [-1.913805, -3.810670, -1.414137], [0.177427, -3.022055, -2.243508], [-0.250516, -0.502739, -1.262441], [0.878520, -0.822399, -2.557998], [-0.734109, -0.244751, -2.953353], [-0.793808, -2.225538, -4.342748], [3.908401, -1.427570, -2.071365], [3.395269, -0.122910, -2.248163], [3.795587, 0.813426, -1.249318], [4.772922, 1.832329, -1.792816], [6.050342, 1.220512, -2.104939], [7.028389, 2.098319, -2.735897], [6.682436, 2.703784, -4.091402], [6.613323, 1.761846, -5.145666], [5.367491, 1.126189, -5.321420], [3.409914, -2.072273, -2.794909], [4.987146, -1.485180, -2.245237], [3.709789, -1.802627, -1.061474], [4.236405, 0.284388, -0.398743], [2.896747, 1.332892, -0.905428], [4.927573, 2.594058, -1.021138], [4.299623, 2.333510, -2.649772], [5.904379, 0.405844, -2.686108], [7.954603, 1.531634, -2.850660], [7.244705, 2.920539, -2.045189], [7.487358, 3.392171, -4.357068], [5.753914, 3.287887, -4.055251], [4.537299, 1.803780, -5.092861], [5.257200, 0.230280, -4.701214], [5.298064, 0.827185, -6.366733], [-4.956747, 2.166212, 5.977838], [-3.652865, 1.729166, 5.648506], [-3.178422, 0.634064, 6.423879], [-2.960725, -0.576271, 5.542863], [-4.225061, -1.070370, 5.024093], [-4.131830, -2.103782, 4.011296], [-3.400353, -1.773714, 2.714221], [-4.062087, -0.804831, 1.893396], [-3.835620, 0.552178, 2.248720], [-5.134877, 3.087720, 5.426971], [-5.727432, 1.434060, 5.708263], [-5.050502, 2.374344, 7.047406], [-3.885207, 0.402933, 7.225686], [-2.226420, 0.921424, 6.875964], [-2.479836, -1.365585, 6.128530], [-2.251248, -0.279694, 4.755611], [-4.777480, -0.294706, 4.684394], [-5.145153, -2.420580, 3.754130], [-3.631458, -2.974702, 4.447949], [-3.358294, -2.688175, 2.116238], [-2.371541, -1.442463, 2.894761], [-2.826731, 0.699656, 2.640680], [-4.550325, 0.915660, 2.986742], [-3.955725, 1.159830, 1.345684]], "forces_ev_per_a": [[0.0, 0.0, -0.1], [0.1, 0.1, 0.0], [0.0, -0.1, 0.0], [0.0, 0.1, 0.1], [0.1, -0.1, 0.0], [0.1, 0.0, 0.0], [-0.1, 0.0, 0.1], [0.0, 0.0, 0.0], [0.0, 0.0, 0.0], [0.0, 0.0, 0.0], [0.0, 0.0, 0.0], [0.0, 0.0, 0.0], [0.0, 0.0, -0.1], [0.0, 0.1, 0.0], [0.0, 0.0, 0.0], [0.0, 0.0, 0.0], [-0.1, 0.0, 0.1], [0.1, 0.0, -0.1], [0.0, 0.0, 0.0], [-0.1, 0.0, 0.0], [0.0, 0.0, 0.1], [0.0, 0.0, 0.0], [-0.1, -0.1, -0.1], [0.1, 0.0, 0.1], [0.0, 0.0, 0.0], [0.0, -0.1, 0.0], [0.0, 0.0, 0.0], [0.0, 0.0, 0.0], [0.0, 0.0, 0.0], [0.0, 0.0, 0.0], [0.0, 0.0, 0.0], [0.0, 0.0, 0.0], [0.0, 0.0, 0.0], [0.0, 0.0, 0.0], [0.0, 0.0, 0.0], [0.0, 0.0, 0.0], [0.0, 0.0, 0.0], [0.0, 0.0, 0.0], [0.0, 0.0, 0.0], [0.0, 0.0, 0.0], [0.0, 0.0, 0.0], [0.0, 0.0, 0.0], [0.0, 0.1, 0.1], [0.0, -0.1, -0.1], [0.0, 0.0, 0.1], [0.0, 0.0, 0.0], [0.0, 0.1, -0.1], [0.0, 0.0, 0.0], [0.0, 0.0, 0.0], [0.0, 0.0, 0.0], [0.0, 0.0, 0.0], [0.0, 0.0, 0.0], [0.0, 0.0, 0.0], [0.0, 0.0, 0.0], [0.0, 0.0, 0.0], [0.0, 0.0, 0.0], [0.0, 0.0, 0.0], [0.0, 0.0, 0.0], [0.0, 0.0, 0.0], [0.0, 0.0, 0.0], [0.0, 0.0, 0.0], [0.0, 0.0, 0.0], [0.0, 0.0, 0.0], [0.0, 0.0, 0.0], [0.0, 0.0, 0.0], [0.0, 0.0, 0.0]]}

***

| no. | calculated total energy (eV) |
| --- | --- |
| 1 | -93188.2427 |
| 2 | -224362.7252 |
| 3 | -43346.5419 |